Entry 1:
# C40H107F9N7O21V2

A structure of composition C40H107F9N7O21V2 (wB97M-V/def2-TZVPD, OMol25).

Results
gap between HOMO and LUMO (spin up / spin down)	0.31500 / 0.31943	Ha
expectation value of S²	2.0287
total charge	+1
2S+1	3

```
186
C40H107F9N7O21V2 wB97M-V/def2-TZVPD
H 2.559 -2.410 -6.728
H 0.624 -1.065 -6.088
H -5.102 1.617 0.900
C 4.207 -2.737 1.354
H -3.974 -0.942 4.620
H -6.478 -4.508 3.559
V 0.142 1.214 -3.066
H 1.015 4.589 -4.183
C -2.545 -1.649 -1.529
H 1.166 -3.282 -7.419
H 5.767 -3.894 0.701
H 7.123 -1.955 -1.367
C -0.994 -8.631 -1.972
H 0.138 -4.457 3.693
O -0.921 1.396 -4.242
N -2.532 5.756 4.068
H 7.356 1.547 -1.236
C 1.870 3.915 -4.151
O -4.934 1.660 1.841
H -0.593 5.924 5.975
C 2.278 5.647 3.344
H -4.801 -5.221 3.109
O -0.237 -6.403 -1.550
H 1.193 -0.788 5.854
H 3.075 6.215 3.715
H -2.853 4.708 2.575
C 8.406 1.249 1.099
H -3.216 6.534 4.099
H -1.068 -9.357 -3.920
H -1.675 3.584 -4.920
V -0.780 1.253 -0.078
H -6.345 6.326 -2.361
H -2.820 3.267 -1.091
O 3.995 -1.764 3.479
H -5.219 4.214 -2.277
H -6.886 0.178 5.195
H -3.678 3.368 2.069
O -0.623 2.836 1.270
C 4.871 -2.501 2.671
C -4.518 1.210 -4.606
H -1.366 7.340 3.359
C 7.935 -0.312 -2.187
H -4.461 5.479 -4.266
H -6.083 -1.162 2.589
H 1.053 2.342 -5.523
O 0.338 0.364 0.514
N -1.018 -9.733 -2.982
H 5.740 -1.848 2.572
H -0.282 -1.607 5.896
C -4.031 -0.055 -3.887
C 0.428 -1.762 3.548
C -1.232 6.474 4.043
H -5.070 7.129 -1.576
H 8.325 2.285 0.691
F 3.559 -0.865 -2.197
C 7.574 0.508 -0.931
O -2.165 0.473 1.192
H 6.934 -0.958 -4.045
H 1.115 -2.411 4.133
C -4.596 5.099 -2.059
H -0.392 -7.103 -3.560
H -1.540 -2.571 3.942
H 2.691 -1.146 -4.583
H -4.915 -0.621 -3.464
H 1.814 -3.857 -5.890
F 3.082 -2.991 -2.656
C 4.660 -1.385 4.694
H 0.113 7.439 5.375
H 5.253 -0.481 4.404
H 0.877 -1.558 2.601
C -5.122 -1.017 4.408
H -2.933 1.695 -1.603
H -3.379 6.367 -3.102
H 7.478 0.955 1.679
O -2.961 4.374 -3.610
H -6.603 -2.516 4.667
H -1.997 -8.260 -1.757
H -0.737 -2.245 1.107
O 1.102 6.336 3.722
H 2.428 -3.547 0.616
H 2.615 -3.757 2.429
C 1.636 -2.956 -6.461
H 1.501 1.158 2.493
C -0.799 -2.577 3.090
H -5.445 1.110 4.685
H 5.950 0.000 -2.875
H -1.644 -1.023 -3.267
H -0.226 2.628 2.108
H 3.837 -1.007 5.346
F -3.347 -1.486 -0.449
C 3.105 -3.764 1.423
O 0.794 -2.053 -4.315
H 0.768 1.169 3.707
C 1.831 -1.208 -3.896
H 2.424 4.661 3.770
C 0.182 -0.686 5.606
O -1.049 0.119 -1.766
H -2.812 4.662 -5.721
H 9.241 1.260 1.767
H -3.757 1.884 -4.731
C -5.423 -4.592 3.810
O -2.570 2.307 -0.864
H -0.652 -8.680 0.264
H -4.819 0.830 -5.617
H -5.237 -2.486 5.751
H 8.938 0.051 -2.451
C -0.600 -9.279 -0.644
H -5.413 1.663 -4.160
H -1.414 7.606 5.927
H -4.570 -1.486 2.504
C -2.065 -0.523 -2.410
H -3.101 0.703 1.373
O 8.643 0.493 -0.053
C -2.172 4.488 -4.801
C -0.062 5.650 3.363
C 2.523 -1.718 -2.600
N -5.197 -0.817 2.928
O 0.161 2.418 -1.556
H 7.040 0.885 -3.923
O 0.098 -0.540 4.236
F -3.178 -2.500 -2.312
H -3.365 -0.595 -4.553
H 3.477 -4.754 1.164
H -0.242 5.584 2.268
C -0.165 -7.498 -2.491
C 2.348 3.156 -0.690
H -2.172 -2.681 1.513
C 0.788 -5.395 -1.779
C -5.563 6.164 -1.611
F 3.407 3.999 -0.847
F 1.619 -1.847 -1.635
H 0.891 -5.273 -2.894
H 2.330 5.409 2.260
H -3.821 5.207 -0.063
H 0.400 -9.696 -0.616
C 1.186 3.294 -1.744
H -5.066 0.726 2.193
C -5.572 -2.380 4.751
N 5.210 -3.159 0.383
H -0.376 -2.542 -5.939
H -2.613 5.297 4.968
H -5.292 -5.014 4.804
O -3.216 0.283 -2.666
H -1.950 -0.463 1.563
H 2.723 2.287 -5.325
O 1.396 0.103 -3.670
H -5.445 0.143 6.243
C 1.933 3.020 -5.392
H -0.177 0.130 6.172
O 1.655 2.951 -3.069
C -5.789 0.187 5.169
H 2.760 4.512 -3.978
H 8.785 -2.111 -1.449
H -0.236 -10.336 -2.844
C -3.877 5.384 -3.379
H -1.300 -4.669 2.513
H 3.879 -1.783 1.054
H 5.227 -2.234 5.149
H 0.548 -4.472 -1.345
F 2.853 1.919 -0.669
O 1.051 1.793 3.057
C 6.946 -0.049 -3.355
H 1.782 -5.779 -1.487
H 6.670 0.095 -0.461
C 0.593 -2.107 -5.785
N -1.439 -2.066 1.844
H 0.954 4.379 -1.801
H 4.721 -3.491 -0.464
C -0.756 6.866 5.416
H -1.434 5.291 -4.711
C -0.415 -4.090 2.785
H 2.081 3.641 -6.281
H -1.287 -10.087 -0.419
H -2.711 5.424 -1.255
N -3.562 4.869 -1.028
H 5.183 -3.451 3.062
H 0.892 -7.752 -2.488
O -3.001 4.029 1.872
N 7.953 -1.790 -1.998
O -4.887 -3.313 3.846
F -1.489 -2.370 -0.913
H -1.482 3.308 1.436
H 0.279 -4.208 1.967
F 1.887 3.502 0.493
H -0.059 4.684 3.837
H -5.997 5.925 -0.675
```

---

Entry 2:
# C40H109N9O11

A cluster of 10 separate species, C40H109N9O11 in total (wB97M-V/def2-TZVPD, OMol25).

Results
gap between HOMO and LUMO	0.34060	Ha
ΔE to the lowest compared entry with this formula, charge and spin	0.000	eV
SMILES	COC[C@H](C)N.COC[C@H](C)N.COC[C@H](C)N.COC[C@H](C)N.COC[C@H](C)N.COC[C@H](C)N.COC[C@H](C)N.COC[C@H](C)N.COCCNCCOC.CCO

```
169
C40H109N9O11 wB97M-V/def2-TZVPD
N 1.126 4.058 3.180
H 6.157 2.024 0.278
H 1.796 -2.995 -3.531
O 3.718 0.621 -3.925
H 4.083 2.538 -4.420
H -6.492 -1.316 -1.338
H 0.927 4.810 3.838
H 0.476 6.339 -1.065
C 5.952 0.687 2.529
H 6.974 0.514 2.892
H -3.201 -6.951 -3.327
C -6.019 1.352 0.434
C -3.865 3.512 -1.546
H -0.130 4.067 -0.684
H 5.367 0.612 3.449
H 6.264 -1.482 -2.015
H 7.705 -0.381 -1.909
C 3.219 1.925 -4.189
C -3.720 -2.585 0.532
H -0.768 -6.009 -4.283
H 3.215 -5.718 -1.764
H 1.495 4.194 -1.142
H 2.900 -2.624 -0.018
H -3.818 -5.738 -4.482
O 0.188 -1.636 -0.811
H -1.427 -2.453 -5.406
H -3.452 3.595 6.857
H -0.364 7.498 0.842
C 6.381 -0.647 0.624
H 0.182 0.024 -2.029
C 0.125 -0.253 -0.971
H -3.210 4.052 -0.850
H -4.852 3.421 5.825
C -2.684 2.111 3.968
C 3.024 -4.741 0.012
C -2.379 6.125 1.797
C 3.475 4.046 3.891
H -5.234 3.124 1.228
C 3.370 -3.396 0.600
H 6.238 -1.693 0.338
O -5.790 0.461 -0.618
C 4.214 -2.288 -4.046
H 2.190 0.342 -0.771
H -4.015 2.091 0.498
H -3.742 0.111 -4.321
H 2.569 2.231 1.642
H -2.103 5.643 2.744
H -5.865 0.885 1.416
H -3.459 4.188 5.156
O 4.605 3.317 4.255
C -3.410 -5.884 -3.474
H -1.858 -5.005 -5.298
H 6.231 0.098 -2.727
H 7.481 1.552 -0.503
H 5.117 -1.674 -4.141
H 3.039 -3.274 1.630
H -0.844 0.097 2.280
C -3.147 0.541 -3.514
H 1.522 4.564 2.384
H 0.964 -4.964 -5.352
H 1.030 3.777 0.546
H 1.120 1.479 -0.046
C 4.756 3.053 5.613
H -2.333 0.537 1.465
H -6.002 -3.149 3.584
H 4.608 -4.999 -1.301
H -2.042 2.535 -2.156
H 3.827 -1.272 -2.280
H 3.855 -2.386 -5.074
H -1.836 2.805 3.887
H 2.163 7.455 0.051
O -2.341 0.806 3.543
C -3.197 2.042 5.379
N 3.604 -4.881 -1.340
C 0.834 4.430 -0.301
H -1.550 0.930 5.840
H 4.445 -3.206 0.579
H 2.801 6.013 -0.332
H 1.145 -4.960 0.971
H 4.480 -3.252 -3.617
C -0.221 6.413 0.962
H -7.481 -3.117 2.586
H 7.437 -0.485 0.887
H -0.386 -1.773 -4.173
C 1.546 -4.947 -0.049
O 5.562 -0.382 1.725
C -5.028 2.485 0.363
H -6.628 -4.626 2.831
C -0.405 -3.921 -4.172
N -2.073 1.677 6.313
H -7.685 -0.317 -0.377
C 6.029 0.168 -0.629
H -1.366 2.419 6.272
H -1.167 1.752 2.064
H 1.048 -4.148 -0.621
H 1.566 1.355 2.728
H 0.187 6.222 1.964
C -3.890 -3.600 -0.592
O -5.751 -3.266 1.532
C -0.087 -6.428 -0.842
H 3.416 -5.569 0.625
H 0.012 -3.911 -3.159
N -5.142 3.263 -0.891
C 1.252 0.403 -0.206
C 2.419 2.042 2.709
H 1.791 0.035 -3.357
C 2.216 3.189 3.644
H 3.695 4.567 2.947
C 2.690 -0.336 -3.868
H -2.119 0.660 -3.892
C -3.759 3.384 5.836
H 3.243 1.365 2.950
H -4.169 -5.585 -2.751
O -2.287 -5.062 -3.256
H -0.829 0.095 -0.565
N 2.103 6.463 0.248
O -3.712 1.772 -3.158
H -3.115 -0.170 -2.676
H -3.333 -3.286 -1.477
H -1.831 -3.186 1.107
H -6.354 -1.205 0.415
C -1.089 -2.587 -4.374
H -3.549 -4.593 -0.292
H 0.357 -3.653 -6.026
H 4.937 0.177 -0.717
N 2.103 -2.456 -2.715
C 0.761 5.927 -0.084
H -7.033 1.760 0.317
H -3.953 -3.968 2.116
H -0.202 -7.507 -0.940
H 2.471 1.899 -4.985
O -1.466 5.776 0.790
O 1.290 -6.176 -0.704
H -1.818 -2.049 -0.013
H 5.753 1.668 2.100
C -1.681 0.806 2.302
C 6.617 -0.460 -1.868
H 2.592 -3.199 -2.197
H -0.500 -5.923 -1.724
H -4.018 4.214 -2.368
N 0.729 -3.994 -5.139
H -3.438 2.514 3.261
H -0.677 -6.098 0.021
C -6.652 -0.660 -0.488
H -4.148 -1.652 0.151
C 3.202 -1.555 -3.132
H -4.943 -3.633 -0.893
H 1.983 2.801 4.645
H 2.730 2.309 -3.283
H -5.657 2.616 -1.491
H -4.284 -2.294 2.621
H 5.724 2.563 5.779
H 1.385 -0.063 0.768
H -3.364 5.825 1.454
C -1.364 -5.079 -4.316
C -3.113 2.306 -2.007
C -6.480 -3.545 2.682
H 4.055 2.294 5.998
C -4.385 -3.001 1.795
H 4.755 3.953 6.235
H -3.899 1.228 5.550
N 6.463 1.589 -0.591
H -3.102 1.537 -1.219
H 3.193 4.858 4.578
H -2.426 7.210 1.977
H 2.419 -0.660 -4.885
H -1.925 -2.450 -3.688
H 0.757 -2.066 -1.486
N -2.316 -2.337 0.825
```

---

Listing F_max for the structures above in their given order: 3.84, 1.91 eV/Å.